A cluster of 11 separate species, C34H96N6O11 in total at a distorted geometry. Source: OMol25; level of theory: ωB97M-V/def2-TZVPD.

The geometry in XYZ format:
```
147
Properties=species:S:1:pos:R:3:forces:R:3:mulliken_charge:R:1
C 3.2615 5.9091 -2.4507 -1.030 0.170 -0.444 -1.386
C 1.8293 5.5221 -2.9904 1.109 0.963 -0.974 0.203
C 1.6852 5.8522 -4.5411 -1.327 1.459 2.181 -0.723
O 0.3859 5.5379 -5.1226 1.468 -1.178 -0.328 -0.343
C -0.7522 6.1612 -4.5797 0.801 0.323 1.284 -0.663
N 1.7071 4.1098 -2.8645 0.116 -2.179 -0.299 -0.590
H 3.5698 6.9456 -2.5875 -0.329 0.112 -0.228 0.366
H 3.9840 5.2882 -2.9804 0.147 -0.056 0.096 0.373
H 3.3301 5.7282 -1.3781 -0.071 -0.293 -0.068 0.352
H 1.0523 5.9559 -2.3610 0.009 0.488 -0.258 0.310
H 2.5252 5.3154 -4.9819 -0.566 -0.136 -0.708 0.376
H 1.8207 6.9296 -4.6349 0.244 0.230 -0.344 0.370
H -1.6650 5.9064 -5.1183 0.439 0.123 -0.413 0.252
H -0.5598 7.2300 -4.4861 -0.383 0.383 -0.449 0.322
H -0.9132 5.8539 -3.5464 -0.088 -0.330 0.217 0.245
H 1.3043 3.7660 -3.7245 -1.458 -0.059 -0.056 0.264
H 2.6011 3.6978 -3.0907 0.887 -0.057 0.842 0.284
C 3.8145 0.9761 6.4809 0.271 -0.651 0.080 -1.336
C 4.7549 2.1815 6.5913 -0.273 -1.150 -1.219 0.579
C 6.2156 1.7590 6.6567 0.315 0.032 1.677 -0.948
O 6.6033 0.7643 5.7639 0.417 -0.818 -1.337 -0.280
C 7.8271 0.1157 6.1120 -0.755 -0.611 0.859 -0.773
N 4.4949 3.0603 5.4741 -0.838 1.327 -0.099 -0.796
H 2.8069 1.1197 6.8709 0.197 0.288 0.624 0.395
H 4.3281 0.1498 6.9724 -0.565 -0.449 -0.064 0.301
H 3.5871 0.7424 5.4408 0.634 -0.304 -0.145 0.296
H 4.4672 2.6614 7.5267 0.523 0.503 -0.057 0.275
H 6.3357 1.3677 7.6670 0.111 -0.231 0.439 0.410
H 6.9107 2.5976 6.6165 -0.152 0.442 -0.289 0.454
H 7.6630 -0.5060 6.9922 -0.113 0.431 0.845 0.336
H 8.6554 0.7954 6.3117 -0.015 0.136 -0.251 0.317
H 8.1106 -0.7121 5.4621 -0.180 0.763 -1.072 0.232
H 3.4861 3.1075 5.4910 -0.467 0.876 0.001 0.284
H 4.5865 2.6303 4.5647 0.882 -0.587 -0.011 0.253
C -0.6346 -7.4797 -0.6194 -0.216 -0.212 0.149 -1.418
C -0.2387 -8.9766 -0.6982 0.161 1.156 -0.009 0.525
C -1.2359 -9.8975 -1.3557 -1.361 0.534 0.268 -0.679
O -0.7172 -11.1612 -1.2628 0.309 -2.443 0.574 -0.330
C -1.6259 -12.2221 -1.5279 1.102 -0.543 -0.917 -0.798
N 1.0676 -9.1462 -1.3212 0.246 0.166 -0.297 -0.712
H -0.6367 -6.9515 -1.5728 0.082 -0.250 -0.238 0.337
H 0.0055 -6.9048 0.0499 0.426 -0.301 -0.088 0.355
H -1.6218 -7.3253 -0.1839 -0.243 -0.353 -0.106 0.365
H -0.1388 -9.3224 0.3307 -0.085 -0.144 0.114 0.169
H -1.4595 -9.7347 -2.4100 -0.019 0.821 -0.259 0.309
H -2.1689 -9.8993 -0.7921 -0.447 0.436 0.030 0.398
H -1.8145 -12.3188 -2.5970 -0.424 0.554 -0.323 0.328
H -2.5766 -12.2399 -0.9950 0.133 0.446 0.328 0.289
H -1.0765 -13.1495 -1.3660 -0.029 0.051 0.641 0.277
H 1.1033 -10.1026 -1.6440 0.327 -0.413 0.290 0.316
H 1.0795 -8.6396 -2.1949 0.037 0.502 -0.152 0.269
C -7.2897 3.0833 -2.3791 -0.515 0.775 -0.118 -1.435
C -7.0264 3.3868 -0.9010 -0.406 0.535 -1.052 0.504
C -8.2587 3.9177 -0.0844 2.245 -1.747 -1.121 -0.591
O -8.6668 5.0681 -0.6860 0.674 0.441 -1.543 -0.297
C -9.7272 5.6123 -0.0288 -1.141 1.116 0.122 -0.739
N -6.4002 2.2365 -0.3034 -0.256 -0.696 0.771 -0.624
H -6.4052 2.6170 -2.8131 -0.154 -0.330 0.073 0.365
H -7.4241 4.0097 -2.9375 -0.034 0.195 0.079 0.342
H -8.2009 2.5157 -2.5679 0.186 -0.429 0.167 0.303
H -6.2234 4.1218 -0.9566 -0.509 1.031 0.346 0.104
H -7.9097 4.0910 0.9336 -0.083 0.112 0.456 0.381
H -9.0557 3.1742 -0.0771 -0.125 -0.335 0.088 0.353
H -9.4606 5.6003 1.0281 -0.664 0.536 0.362 0.313
H -10.6773 5.1166 -0.2279 -0.091 -0.714 0.299 0.293
H -9.9158 6.5969 -0.4567 0.360 0.335 0.477 0.253
H -6.5238 2.3421 0.6934 0.324 -0.334 0.378 0.229
H -5.4168 2.3664 -0.4938 0.240 -0.531 0.239 0.260
C -0.5487 6.9013 2.6561 -0.746 0.200 -0.593 -1.249
C -1.8204 6.2937 3.2786 0.590 -0.386 -0.427 0.347
C -3.1556 6.3023 2.4276 1.706 1.910 1.416 -0.556
O -3.5799 7.6978 2.4111 -0.877 -2.117 -0.816 -0.338
C -4.9222 7.7868 1.9021 0.743 1.071 0.257 -0.750
N -1.4723 4.8844 3.5534 -0.533 0.496 0.168 -0.725
H 0.2882 6.9603 3.3519 -0.190 -0.485 0.168 0.319
H -0.6675 7.9248 2.3005 -0.355 -0.045 -0.201 0.333
H -0.2967 6.2490 1.8200 0.396 0.183 -0.188 0.231
H -1.9142 6.7991 4.2398 -0.786 -0.037 -0.015 0.320
H -3.8570 5.6064 2.8878 -0.466 0.391 0.566 0.360
H -3.0228 5.8549 1.4426 0.374 0.470 -0.509 0.345
H -5.6475 7.5042 2.6651 -0.073 -0.285 -0.034 0.290
H -5.0743 7.2497 0.9659 0.099 -0.320 0.051 0.290
H -5.0635 8.8445 1.6802 -0.162 0.011 0.025 0.283
H -1.5186 4.4403 2.6474 0.292 -0.520 -0.247 0.227
H -2.2871 4.5372 4.0388 -0.011 -0.586 0.344 0.274
C 6.1488 -1.3580 0.4591 -0.942 -0.323 0.621 -1.425
C 7.6249 -1.3250 0.2034 1.121 0.451 -0.297 0.436
C 8.4880 -2.3976 0.9480 -1.212 2.014 0.191 -0.616
O 9.8703 -2.0602 0.7729 -1.492 -0.579 0.476 -0.313
C 10.6589 -3.0929 1.2874 1.567 -0.024 -0.297 -0.745
N 7.8375 -1.4431 -1.2459 -0.064 -0.805 0.313 -0.790
H 5.7790 -1.1933 1.4711 0.712 -0.175 0.472 0.353
H 5.7738 -2.3442 0.1855 -0.331 0.004 -0.305 0.311
H 5.6050 -0.5685 -0.0596 0.295 -0.229 -0.645 0.356
H 7.9988 -0.3229 0.4134 0.241 -0.072 0.707 0.298
H 8.2424 -3.4217 0.6668 0.190 -0.146 -0.630 0.350
H 8.1193 -2.3237 1.9710 0.709 -0.016 0.676 0.291
H 10.5807 -3.2736 2.3595 -0.610 0.007 0.121 0.286
H 11.7004 -2.8032 1.1482 0.057 0.143 -0.127 0.277
H 10.5406 -4.0134 0.7158 -0.305 -0.253 0.120 0.321
H 8.8341 -1.5890 -1.3200 0.549 0.434 -0.374 0.320
H 7.5306 -2.3991 -1.3551 -0.492 -0.424 -1.014 0.290
C 2.6922 -0.5439 -8.7538 0.072 -0.015 -0.711 -0.859
C 2.6378 -1.1835 -7.3822 -1.191 0.340 -0.381 -0.313
O 1.9738 -0.2877 -6.4781 0.830 -0.131 0.315 -0.481
H 2.6818 0.5446 -8.6986 0.429 0.013 0.256 0.271
H 1.8205 -0.7596 -9.3716 -0.104 -0.308 0.147 0.257
H 3.5672 -0.8876 -9.3056 0.051 0.120 -0.109 0.305
H 3.6331 -1.3841 -6.9856 -0.018 -0.414 -0.169 0.330
H 1.9961 -2.0640 -7.4154 0.486 -0.340 0.044 0.194
H 2.7615 0.0821 -6.0729 -0.561 0.734 0.619 0.294
C 0.8359 -3.7836 4.7455 0.362 0.125 -0.195 -0.936
C -0.3325 -4.7260 4.5227 1.262 0.358 -0.199 -0.174
O -1.1245 -4.7027 5.6791 -0.885 -0.328 0.190 -0.521
H 0.4660 -2.7767 4.5521 0.288 0.233 0.318 0.245
H 1.6910 -3.9555 4.0919 -0.112 -0.079 -0.270 0.329
H 1.2116 -3.8864 5.7636 -0.159 0.143 0.039 0.280
H 0.0344 -5.7390 4.3573 -0.286 -0.100 0.078 0.290
H -0.8392 -4.3665 3.6271 -0.436 -0.371 -0.068 0.182
H -1.7365 -3.9660 5.6135 -0.034 0.023 0.098 0.305
C -5.6252 -3.8000 1.0664 -0.009 0.410 0.359 -0.767
C -6.9083 -2.9863 1.3077 0.901 -0.097 -1.962 -0.300
O -7.3253 -2.3220 0.0848 -0.424 -0.528 0.768 -0.516
H -5.8523 -4.7969 0.6886 0.105 -0.034 0.271 0.250
H -5.1240 -3.7946 2.0342 0.271 -0.706 -0.018 0.277
H -4.9263 -3.3559 0.3575 -0.183 0.336 -0.037 0.241
H -6.7185 -2.2714 2.1083 -0.458 0.002 0.082 0.271
H -7.6623 -3.7419 1.5280 -0.373 0.634 0.317 0.244
H -6.7992 -1.5359 -0.0790 0.165 0.031 0.204 0.288
C -4.2327 -2.7924 -4.8878 -0.210 0.099 -0.585 -0.861
C -2.8304 -2.7088 -5.3826 0.604 0.950 1.335 -0.286
O -2.6159 -3.1184 -6.6955 0.154 -0.868 -0.535 -0.530
H -4.2742 -2.4203 -3.8642 -0.133 -0.056 0.000 0.265
H -4.5077 -3.8464 -4.9293 -0.656 0.208 -0.048 0.246
H -4.7894 -2.1265 -5.5472 -0.804 -0.359 0.200 0.296
H -2.2805 -3.3090 -4.6576 0.789 -0.217 -0.606 0.294
H -2.5059 -1.6751 -5.2634 0.340 0.151 0.090 0.267
H -2.8630 -2.4283 -7.3154 -0.073 0.093 0.156 0.310
C -0.5497 -0.4892 -0.4108 0.069 -0.806 0.923 -0.853
C -0.6674 0.5278 0.7052 0.013 -0.519 0.530 -0.298
O -1.1058 1.7100 0.1317 -0.340 1.713 -0.217 -0.473
H 0.2431 -0.2143 -1.1066 -0.285 0.141 -0.205 0.295
H -1.5377 -0.5773 -0.8626 0.232 0.145 -0.406 0.207
H -0.2994 -1.4815 -0.0356 0.098 -0.118 0.115 0.324
H 0.2247 0.6954 1.3087 0.544 -0.162 -0.298 0.266
H -1.4031 0.2969 1.4756 -0.313 -0.519 -0.252 0.243
H -0.3488 2.1366 -0.2764 -0.023 0.188 -0.212 0.274
```
Positions in Å, forces in eV/Å.

Its molar mass is 765.2 g/mol. As for the structure (SMILES): COC[C@H](C)N.COC[C@H](C)N.COC[C@H](C)N.COC[C@H](C)N.COC[C@H](C)N.COC[C@H](C)N.CCO.CCO.CCO.CCO.CCO. As for the energy above the lowest of the compared OMol25 structures with the same formula, charge and spin: 5.4304 eV. The HOMO energy comes out at -9.206 eV. For the total energy, the calculation gives -68269.0104 eV. The lowest unoccupied orbital energy is 0.095 eV.